C7H14N2 | wB97M-V/def2-TZVPD

Values from the calculation:
frontier orbital gap: 0.3450 hartree
relative energy (zero: lowest compared OMol25 entry of this formula, charge and spin): 3.2302 eV
SMILES: Cc1c[nH]cn1.CCC

Element x y z (Å)
N  -1.85  0.47  -2.25
N  -1.89  -0.58  -0.18
C  0.78  -2.11  1.38
C  -1.33  1.46  -1.15
C  -1.34  0.64  0.01
C  -0.75  2.70  -1.67
C  1.78  -1.11  0.59
C  2.21  0.12  1.35
C  -2.08  -0.72  -1.63
H  2.71  -1.75  0.28
H  1.30  -1.03  -0.45
H  -0.15  -1.61  1.16
H  0.10  2.86  -0.93
H  3.14  0.20  1.86
H  -0.44  2.50  -2.63
H  -2.52  -1.49  -2.10
H  2.07  0.94  0.66
H  -1.09  1.13  0.97
H  -2.24  -1.15  0.50
H  -1.60  3.58  -1.56
H  0.76  -3.08  1.10
H  1.12  -2.20  2.53
H  1.31  0.24  2.14

natural (NBO) population analysis, charges in e, atoms 1 to 6: N -0.45; N -0.56; C -0.60; C 0.08; C -0.09; C -0.64